Formula: C5H11NO
Source: the OMol25 dataset
Level of theory: the ωB97M-V functional and the def2-TZVPD basis

The geometry in XYZ format:
```
18
Properties=species:S:1:pos:R:3
C 0.4512 1.1707 0.3596
C 1.3379 0.0700 -0.2185
C 1.3214 -1.1763 0.6584
O 2.6838 0.4982 -0.3194
H 0.8274 1.4850 1.3287
H 0.4227 2.0340 -0.2984
H -0.5653 0.7414 0.5675
H 0.9662 -0.1843 -1.2264
H 1.9659 -1.9373 0.2256
H 1.6815 -0.9265 1.6535
H 0.3092 -1.5672 0.7407
H 2.7136 1.3333 -0.7979
C -2.8905 0.0820 0.3089
C -2.1145 -0.2795 -0.6784
N -1.8044 -0.6888 -1.7854
H -3.3446 -0.6463 0.9573
H -3.0394 1.1194 0.5478
H -0.9220 -1.1279 -2.0236
```

Output
Energy relative to the best compared isomer or geometry (same formula, charge and spin), eV: 2.640
SMILES string: CC(C)O.C=C=N
LUMO, eV: 0.88
Net charge: 0

Want to see where the charge sits? The natural (NBO) charges in e are:
1. C -0.65
2. C 0.11
3. C -0.62
4. O -0.72
5. H 0.21
6. H 0.20
7. H 0.23
8. H 0.14
9. H 0.22
10. H 0.21
11. H 0.21
12. H 0.47
13. C -0.66
14. C 0.42
15. N -0.63
16. H 0.25
17. H 0.24
18. H 0.39

Formula: C5H11NO
Source: the OMol25 dataset
Level of theory: the ωB97M-V functional and the def2-TZVPD basis

The geometry in XYZ format:
```
18
Properties=species:S:1:pos:R:3
C -0.3762 -2.0108 -0.4909
C -0.3019 -1.1560 0.5159
C -0.5057 0.3285 0.4155
C -1.5663 0.7261 -0.6085
C 0.8536 1.0111 0.0420
N 1.9012 0.8001 1.0200
O 1.2902 0.6071 -1.2166
H -0.1904 -3.0625 -0.3499
H -0.6465 -1.7075 -1.4876
H -0.0353 -1.5221 1.5008
H -0.7989 0.7077 1.4015
H -1.1930 0.5733 -1.6176
H -2.4694 0.1368 -0.4689
H -1.8134 1.7791 -0.4965
H 0.6942 2.0921 -0.0403
H 2.0581 -0.1903 1.1764
H 1.6722 1.2375 1.9034
H 1.4275 -0.3500 -1.1985
```

Output
Energy relative to the best compared isomer or geometry (same formula, charge and spin), eV: 1.390
SMILES string: C=C[C@H](C)[C@@H](N)O
LUMO, eV: 0.98
Net charge: 0

Want to see where the charge sits? The natural (NBO) charges in e are:
1. C -0.42
2. C -0.18
3. C -0.30
4. C -0.61
5. C 0.26
6. N -0.84
7. O -0.71
8. H 0.20
9. H 0.20
10. H 0.20
11. H 0.20
12. H 0.22
13. H 0.21
14. H 0.21
15. H 0.17
16. H 0.35
17. H 0.36
18. H 0.47

Formula: C5H11NO
Source: the OMol25 dataset
Level of theory: the ωB97M-V functional and the def2-TZVPD basis

The geometry in XYZ format:
```
18
Properties=species:S:1:pos:R:3
C -0.4326 1.9405 -2.0830
N -0.2889 2.3648 -0.8810
C -0.2619 1.5594 0.2398
C -0.4712 0.2105 0.2763
C -0.2285 -0.5283 1.5469
C -0.4525 -2.0417 1.5537
H 0.2669 2.3122 -2.8412
H -1.3102 1.4402 -2.5016
H 0.2579 1.9905 1.0949
H -0.4944 -0.2165 -0.7293
H 0.8542 -0.3773 1.7430
H -0.7753 -0.1689 2.4110
H -1.4021 -2.4110 1.1615
H -0.4097 -2.3352 2.5924
H 0.3211 -2.5632 0.9668
O 1.8281 -0.6950 -1.6535
H 1.5001 -0.5447 -0.7597
H 1.4991 0.0637 -2.1371
```

Output
Energy relative to the best compared isomer or geometry (same formula, charge and spin), eV: 3.753
SMILES string: C=N/C=C/CC.O
LUMO, eV: -0.39
Net charge: 0

Want to see where the charge sits? The natural (NBO) charges in e are:
1. C -0.01
2. N -0.44
3. C -0.03
4. C -0.25
5. C -0.45
6. C -0.60
7. H 0.16
8. H 0.15
9. H 0.19
10. H 0.20
11. H 0.21
12. H 0.22
13. H 0.21
14. H 0.21
15. H 0.20
16. O -0.93
17. H 0.47
18. H 0.46

Formula: C5H11NO
Source: the OMol25 dataset
Level of theory: the ωB97M-V functional and the def2-TZVPD basis

The geometry in XYZ format:
```
18
Properties=species:S:1:pos:R:3
C -2.4182 0.7215 1.0992
O -1.9164 0.0998 -0.0580
C -0.6418 0.5922 -0.3334
C 0.4951 0.2146 0.6445
N 1.3444 0.0111 -0.5307
C 2.3320 -1.0352 -0.4811
C 0.1600 -0.1864 -1.3746
H -3.3638 0.2440 1.3619
H -2.5724 1.8001 0.9333
H -1.7128 0.5939 1.9348
H -0.6614 1.6752 -0.5308
H 0.8687 0.9432 1.3741
H 0.2315 -0.7307 1.1587
H 1.8999 -2.0193 -0.2165
H 3.0949 -0.7800 0.2628
H 2.8197 -1.1175 -1.4583
H -0.1936 -1.2322 -1.3917
H 0.2341 0.2057 -2.3943
```

Output
Energy relative to the best compared isomer or geometry (same formula, charge and spin), eV: 2.361
SMILES string: COC1CN(C)C1
LUMO, eV: 1.12
Net charge: 0

Want to see where the charge sits? The natural (NBO) charges in e are:
1. C -0.25
2. O -0.52
3. C 0.09
4. C -0.26
5. N -0.42
6. C -0.41
7. C -0.23
8. H 0.20
9. H 0.17
10. H 0.17
11. H 0.17
12. H 0.19
13. H 0.17
14. H 0.16
15. H 0.20
16. H 0.20
17. H 0.18
18. H 0.19

Formula: C5H11NO
Source: the OMol25 dataset
Level of theory: the ωB97M-V functional and the def2-TZVPD basis

The geometry in XYZ format:
```
18
Properties=species:S:1:pos:R:3
C 1.6505 -0.3852 0.7840
C 0.6137 -0.8410 -0.2739
C -0.8020 -0.3122 -0.1165
C -1.4044 -0.4626 1.0481
C -1.5792 -0.6955 -2.3258
N -1.5861 0.0415 -1.2320
H 1.4150 0.5277 1.3602
H 1.3696 -1.2045 1.6758
H 2.7129 -0.4971 0.5331
H 0.6594 -1.9410 -0.3324
H 0.9903 -0.2718 -1.1140
H -0.8202 -0.9184 1.8565
H -2.5609 -0.6752 1.2391
H -0.7607 -0.8468 -3.1332
H -2.4153 -1.4483 -2.5604
H 1.4873 3.6787 1.1188
H 0.5608 2.8556 0.3381
O 0.4695 3.3962 1.1345
```

Output
Energy relative to the best compared isomer or geometry (same formula, charge and spin), eV: 5.306
Multiplicity: 2
LUMO (spin up / spin down), eV: -6.60 / -7.62
Net charge: +1
Expectation value of S²: 0.78

Want to see where the charge sits? The natural (NBO) charges in e are:
1. C -0.61
2. C -0.47
3. C 0.13
4. C -0.20
5. C 0.18
6. N -0.20
7. H 0.25
8. H 0.20
9. H 0.26
10. H 0.26
11. H 0.22
12. H 0.23
13. H 0.26
14. H 0.25
15. H 0.25
16. H 0.47
17. H 0.45
18. O -0.92

Formula: C5H11NO
Source: the OMol25 dataset
Level of theory: the ωB97M-V functional and the def2-TZVPD basis

The geometry in XYZ format:
```
18
Properties=species:S:1:pos:R:3
N -0.4119 2.1802 -0.0374
C -0.7851 1.1983 0.8464
C 0.2410 0.5028 1.4931
C 1.5612 0.4433 0.8742
C 2.7082 -0.0674 1.4054
C -2.2424 1.1468 1.1565
H -1.2652 2.6811 -0.2626
H 0.4694 2.6390 0.1471
H -0.0195 -0.3465 2.1215
H 1.6960 1.0606 0.0093
H 3.7425 0.2490 1.4086
H 2.5932 -1.0950 1.8316
H -2.8705 1.3472 0.2409
H -2.6511 0.2868 1.6944
H -2.4330 2.0895 1.7227
H -0.0627 -3.9962 -4.9596
H 0.2334 -5.4682 -4.8774
O -0.5034 -4.8512 -4.8145
```

Output
Energy relative to the best compared isomer or geometry (same formula, charge and spin), eV: 1.757
Multiplicity: 2
LUMO (spin up / spin down), eV: -4.72 / -6.72
Net charge: +1
Expectation value of S²: 0.79

Want to see where the charge sits? The natural (NBO) charges in e are:
1. N -0.69
2. C 0.38
3. C -0.23
4. C -0.17
5. C -0.17
6. C -0.70
7. H 0.42
8. H 0.43
9. H 0.25
10. H 0.21
11. H 0.24
12. H 0.22
13. H 0.26
14. H 0.27
15. H 0.27
16. H 0.46
17. H 0.47
18. O -0.93

Formula: C5H11NO2
Source: the OMol25 dataset
Level of theory: the ωB97M-V functional and the def2-TZVPD basis

The geometry in XYZ format:
```
19
Properties=species:S:1:pos:R:3
C -1.3756 -0.7340 -1.6228
C 0.1302 -0.4518 -1.9110
C 0.4634 0.9297 -1.3369
O 0.6215 1.8609 -2.0843
N 0.5180 1.0551 0.0211
C 0.7602 -0.0564 0.9082
C 0.5099 0.3298 2.3679
O -0.7079 -0.1009 2.9814
H -1.6476 -1.5480 -2.2941
H -1.5342 -1.0222 -0.5878
H -2.0156 0.1041 -1.8784
H 0.6785 -1.2829 -1.4719
H 0.2970 -0.3762 -2.9785
H 0.7870 1.9273 0.4234
H 1.7961 -0.4250 0.9219
H 0.1969 -0.9686 0.7056
H 0.4748 1.4181 2.5245
H 1.3190 -0.1261 2.9539
H -1.2715 -0.5331 2.3578
```

Output
Energy relative to the best compared isomer or geometry (same formula, charge and spin), eV: 1.076
SMILES string: CCC(=O)NCCO
LUMO, eV: 0.73
Net charge: 0

Want to see where the charge sits? The natural (NBO) charges in e are:
1. C -0.60
2. C -0.50
3. C 0.69
4. O -0.60
5. N -0.63
6. C -0.25
7. C -0.07
8. O -0.72
9. H 0.21
10. H 0.19
11. H 0.22
12. H 0.21
13. H 0.24
14. H 0.40
15. H 0.19
16. H 0.20
17. H 0.17
18. H 0.17
19. H 0.47

Formula: C5H11NO2
Source: the OMol25 dataset
Level of theory: the ωB97M-V functional and the def2-TZVPD basis

The geometry in XYZ format:
```
19
Properties=species:S:1:pos:R:3
H 1.2098 1.7315 0.4949
N 2.1186 1.3920 0.1884
C 2.1449 0.1069 0.1284
O 3.3075 -0.3390 -0.3517
C 1.0074 -0.8293 -0.1840
C -0.3740 -0.3584 0.2440
C -1.3720 -1.5102 0.2490
O -0.7589 0.6765 -0.6442
C -1.7936 1.5085 -0.1820
H 3.6422 0.5685 -0.8062
H 1.2474 -1.7870 0.2995
H 1.0029 -1.0393 -1.2651
H -0.3148 0.0604 1.2674
H -1.0494 -2.2848 0.9581
H -2.3691 -1.1713 0.5581
H -1.4450 -1.9594 -0.7520
H -1.9038 2.3255 -0.9043
H -2.7541 0.9737 -0.1041
H -1.5462 1.9352 0.8059
```

Output
Energy relative to the best compared isomer or geometry (same formula, charge and spin), eV: 1.929
SMILES string: [H]/N=C(/O)C[C@H](C)OC
LUMO, eV: 0.81
Net charge: 0

Want to see where the charge sits? The natural (NBO) charges in e are:
1. H 0.34
2. N -0.71
3. C 0.56
4. O -0.69
5. C -0.50
6. C 0.10
7. C -0.63
8. O -0.54
9. C -0.25
10. H 0.51
11. H 0.23
12. H 0.25
13. H 0.16
14. H 0.21
15. H 0.21
16. H 0.21
17. H 0.20
18. H 0.17
19. H 0.16

Formula: C5H11NO2
Source: the OMol25 dataset
Level of theory: the ωB97M-V functional and the def2-TZVPD basis

The geometry in XYZ format:
```
19
Properties=species:S:1:pos:R:3
C 0.6868 2.9637 -0.4070
C 0.3272 1.6951 -0.4320
O 1.1616 0.6212 -0.2704
C 0.6105 -0.3931 0.5311
C 1.4668 -1.6293 0.2536
C -1.0139 -0.7039 0.3924
N -1.5660 -1.2725 -0.8158
O -1.8793 0.3442 0.7888
H 1.7168 3.2800 -0.3579
H -0.0541 3.7257 -0.5697
H -0.7289 1.3734 -0.4650
H 0.6873 -0.0810 1.5840
H 2.4657 -1.4580 0.6471
H 1.0561 -2.5161 0.7310
H 1.5473 -1.7845 -0.8202
H -1.1119 -1.5143 1.1460
H -1.0165 -2.0606 -1.1362
H -1.5802 -0.5761 -1.5562
H -2.7753 -0.0140 0.7564
```

Output
Energy relative to the best compared isomer or geometry (same formula, charge and spin), eV: 2.387
SMILES string: C=CO[C@H](C)[C@H](N)O
LUMO, eV: 0.89
Net charge: 0

Want to see where the charge sits? The natural (NBO) charges in e are:
1. C -0.49
2. C 0.13
3. O -0.53
4. C 0.08
5. C -0.63
6. C 0.23
7. N -0.86
8. O -0.73
9. H 0.20
10. H 0.21
11. H 0.19
12. H 0.18
13. H 0.23
14. H 0.21
15. H 0.22
16. H 0.15
17. H 0.37
18. H 0.36
19. H 0.48

Formula: C5H11NO2
Source: the OMol25 dataset
Level of theory: the ωB97M-V functional and the def2-TZVPD basis

The geometry in XYZ format:
```
19
Properties=species:S:1:pos:R:3
C -0.7976 1.2631 1.8425
C -0.9617 -0.0483 1.6775
C -2.2647 -0.6528 1.2469
O -2.0254 -1.4960 0.1380
H 0.1588 1.6718 2.1377
H -1.6286 1.9403 1.6867
H -0.1000 -0.6852 1.8321
H -2.6761 -1.2082 2.1018
H -2.9888 0.1343 1.0081
H -2.6589 -2.2132 0.1076
C 2.0653 1.1992 -1.3861
N 1.2233 0.0628 -1.7131
C 1.7252 -1.1880 -1.7509
O 2.8995 -1.4548 -1.6126
H 2.8129 0.9165 -0.6466
H 1.4439 2.0021 -0.9970
H 2.5753 1.5663 -2.2769
H 0.2394 0.1503 -1.4891
H 0.9584 -1.9602 -1.9065
```

Output
Energy relative to the best compared isomer or geometry (same formula, charge and spin), eV: 1.758
SMILES string: C=CCO.CNC=O
LUMO, eV: 0.67
Net charge: 0

Want to see where the charge sits? The natural (NBO) charges in e are:
1. C -0.39
2. C -0.20
3. C -0.10
4. O -0.73
5. H 0.20
6. H 0.19
7. H 0.21
8. H 0.17
9. H 0.17
10. H 0.48
11. C -0.42
12. N -0.62
13. C 0.52
14. O -0.62
15. H 0.21
16. H 0.20
17. H 0.20
18. H 0.40
19. H 0.11

Formula: C5H11NO2
Source: the OMol25 dataset
Level of theory: the ωB97M-V functional and the def2-TZVPD basis

The geometry in XYZ format:
```
19
Properties=species:S:1:pos:R:3
C 0.3550 1.1573 1.5348
O -0.0092 -0.1098 1.0412
C 0.3223 -0.4587 -0.3391
C 1.7805 -0.9424 -0.3938
C 0.0708 0.6861 -1.3191
O -0.5392 -1.4927 -0.6888
H -0.2521 1.9488 1.0957
H 1.4187 1.3617 1.3694
H 0.1587 1.1243 2.6086
H 1.9911 -1.5668 0.4712
H 1.9305 -1.5311 -1.2977
H 2.4715 -0.1041 -0.4032
H 0.1775 0.2922 -2.3288
H 0.7971 1.4833 -1.1789
H -0.9474 1.0463 -1.1823
H -0.7130 -2.0479 0.1178
C -2.9737 -0.3363 0.3195
N -2.7100 0.6327 0.8587
H -3.3290 -1.1430 -0.2854
```

Output
Energy relative to the best compared isomer or geometry (same formula, charge and spin), eV: 2.076
SMILES string: COC(C)(C)O.C#N
LUMO, eV: 0.85
Net charge: 0

Want to see where the charge sits? The natural (NBO) charges in e are:
1. C -0.25
2. O -0.57
3. C 0.54
4. C -0.66
5. C -0.66
6. O -0.73
7. H 0.18
8. H 0.16
9. H 0.20
10. H 0.22
11. H 0.22
12. H 0.21
13. H 0.22
14. H 0.21
15. H 0.23
16. H 0.48
17. C 0.09
18. N -0.33
19. H 0.23

Formula: C5H11NO2
Source: the OMol25 dataset
Level of theory: the ωB97M-V functional and the def2-TZVPD basis

The geometry in XYZ format:
```
19
Properties=species:S:1:pos:R:3
C -0.2234 -0.6091 0.2723
C 0.9578 -1.0804 1.0122
C -1.5694 -1.0563 0.7638
C -0.0740 0.4004 -0.8560
N -0.8190 1.3613 0.0131
C 1.3341 0.7492 -0.9491
O -0.6931 0.0974 -2.0844
O 1.7109 1.8884 -0.2057
H -1.0645 -0.7930 -2.0312
H 2.6588 1.8426 -0.0337
H -1.7749 1.4576 -0.2988
H -0.3299 2.2476 0.0725
H 1.7756 0.6311 -1.9320
H 1.3372 -0.3101 1.6965
H -1.5329 -2.1341 0.9461
H 0.7621 -1.9816 1.5933
H 1.7588 -1.2662 0.2713
H -1.8538 -0.5820 1.7102
H -2.3603 -0.8627 0.0397
```

Output
Energy relative to the best compared isomer or geometry (same formula, charge and spin), eV: 5.231
LUMO (spin up / spin down), eV: 0.75 / 0.62
Net charge: 0

Want to see where the charge sits? The natural (NBO) charges in e are:
1. C 0.10
2. C -0.68
3. C -0.67
4. C 0.21
5. N -0.83
6. C 0.11
7. O -0.71
8. O -0.71
9. H 0.48
10. H 0.49
11. H 0.38
12. H 0.39
13. H 0.17
14. H 0.21
15. H 0.21
16. H 0.21
17. H 0.22
18. H 0.21
19. H 0.20

Question: What is the net charge in the fifth record?
Answer: +1

Question: net charge of number 4 (C5H11NO)?
Answer: 0

Question: Among the records above, which one has the lowest energy relative to the best compared isomer or geometry (same formula, charge and spin)?
Answer: number 7